Br2H2N2O2S as an isolated structure in a non-equilibrium geometry, computed with ωB97M-V with the def2-TZVPD basis set.

Values from the calculation:
- Kohn-Sham gap (spin up / spin down): 0.30408 / 0.27627 Ha
- HOMO energy (spin up / spin down): -10.13 / -9.98 eV
- Net charge: 0
- Spin multiplicity: 1
- Energy relative to the best compared isomer or geometry (same formula, charge and spin): 2.551 eV
- E_LUMO (spin up / spin down): -1.9 / -2.5 eV
- Electronic energy: -158022.8822 eV

XYZ file:
```
9
Br2H2N2O2S, DFT ωB97M-V with the def2-TZVPD basis set
N 1.14711 0.53326 0.12031
N -3.24242 0.16293 -0.78945
O 1.84501 -0.98278 2.07366
O 1.79608 -1.82375 -0.29917
S 1.18450 -0.99565 0.74854
Br -1.75792 -0.57855 -1.40199
Br -3.10063 1.82405 -0.04154
H 1.69557 0.66990 -0.67363
H 0.43269 1.19060 0.26326
```

A 2-piece molecular cluster, Br2H2O2Si overall in a non-equilibrium geometry, computed with ωB97M-V with the def2-TZVPD basis set.

Values from the calculation:
- Kohn-Sham gap (spin up / spin down): 0.26697 / 0.26722 Ha
- HOMO energy (spin up / spin down): -9.39 / -9.40 eV
- Net charge: 0
- Spin multiplicity: 1
- Energy relative to the best compared isomer or geometry (same formula, charge and spin): 5.475 eV
- E_LUMO (spin up / spin down): -2.1 / -2.1 eV
- Electronic energy: -152089.9872 eV

XYZ file:
```
7
Br2H2O2Si, DFT ωB97M-V with the def2-TZVPD basis set
O -0.64967 -1.38928 -0.37946
O 0.85534 2.10462 -0.11463
Si 0.14165 1.33711 -1.34038
Br 1.55886 1.37240 -2.97614
Br -1.78290 2.09133 -1.99328
H -1.37922 -1.15733 0.09989
H 1.36451 1.45353 0.29639
```

A 2-piece molecular cluster, Br2H4OSi2 overall in a non-equilibrium geometry, computed with ωB97M-V with the def2-TZVPD basis set.

Values from the calculation:
- Kohn-Sham gap: 0.34626 Ha
- HOMO energy: -10.11 eV
- Net charge: 0
- Spin multiplicity: 1
- Energy relative to the best compared isomer or geometry (same formula, charge and spin): 3.404 eV
- E_LUMO: -0.7 eV
- Electronic energy: -157953.3073 eV

XYZ file:
```
9
Br2H4OSi2, DFT ωB97M-V with the def2-TZVPD basis set
Br 2.29662 2.61415 -0.07698
Si 2.11483 0.58612 0.95532
Br 2.84696 -0.98295 -0.46455
H 0.80869 -0.12348 1.06114
H 2.88185 0.67456 2.16272
O -1.35945 -0.62958 -0.16297
Si -2.66507 -0.67546 -1.01165
H -3.84793 -0.55872 -0.14189
H -3.07651 -0.90464 -2.32113
```

A 2-piece molecular cluster, Br2HOP overall in a non-equilibrium geometry, computed with ωB97M-V with the def2-TZVPD basis set.

Values from the calculation:
- Kohn-Sham gap (spin up / spin down): 0.24864 / 0.24856 Ha
- HOMO energy (spin up / spin down): -9.41 / -9.41 eV
- Net charge: 0
- Spin multiplicity: 1
- Energy relative to the best compared isomer or geometry (same formula, charge and spin): 4.217 eV
- E_LUMO (spin up / spin down): -2.6 / -2.6 eV
- Electronic energy: -151434.9519 eV

XYZ file:
```
5
Br2HOP, DFT ωB97M-V with the def2-TZVPD basis set
O -1.49835 -1.27992 0.16338
P 1.00863 -0.16743 -0.48034
Br 2.05220 -0.07525 1.41500
Br 0.40025 1.97651 -0.79111
H -1.96273 -0.45391 -0.30692
```

One molecule with the formula Br2OS in a non-equilibrium geometry, computed with ωB97M-V with the def2-TZVPD basis set.

Values from the calculation:
- Kohn-Sham gap: 0.32721 Ha
- HOMO energy: -10.64 eV
- Net charge: 0
- Spin multiplicity: 1
- Energy relative to the best compared isomer or geometry (same formula, charge and spin): 0.000 eV
- E_LUMO: -1.7 eV
- Electronic energy: -152967.0120 eV

XYZ file:
```
4
Br2OS, DFT ωB97M-V with the def2-TZVPD basis set
O -1.51020 -0.57729 -0.28549
S -0.30427 -0.17499 0.53248
Br 0.20023 1.98551 -0.12247
Br 1.61425 -1.23323 -0.12451
```

Br2OS2 as an isolated structure in a non-equilibrium geometry, computed with ωB97M-V with the def2-TZVPD basis set.

Values from the calculation:
- Kohn-Sham gap (spin up / spin down): 0.21459 / 0.21462 Ha
- HOMO energy (spin up / spin down): -8.67 / -8.67 eV
- Net charge: 0
- Spin multiplicity: 1
- Energy relative to the best compared isomer or geometry (same formula, charge and spin): 1.102 eV
- E_LUMO (spin up / spin down): -2.8 / -2.8 eV
- Electronic energy: -163800.3598 eV

XYZ file:
```
5
Br2OS2, DFT ωB97M-V with the def2-TZVPD basis set
O 0.81760 1.40154 0.33199
S -0.26114 1.17110 -0.59337
S 0.27762 -1.45088 1.96192
Br 0.46651 0.02464 -2.32781
Br -1.30059 -1.14640 0.62727
```

A 2-piece molecular cluster, Br3ClSi overall in a non-equilibrium geometry, computed with ωB97M-V with the def2-TZVPD basis set.

Values from the calculation:
- Kohn-Sham gap (spin up / spin down): 0.33910 / 0.17524 Ha
- HOMO energy (spin up / spin down): -10.93 / -8.33 eV
- Net charge: 0
- Spin multiplicity: 1
- Energy relative to the best compared isomer or geometry (same formula, charge and spin): 3.975 eV
- E_LUMO (spin up / spin down): -1.7 / -3.6 eV
- Electronic energy: -230528.6695 eV

XYZ file:
```
5
Br3ClSi, DFT ωB97M-V with the def2-TZVPD basis set
Si -0.64579 -0.35426 0.26560
Cl 0.34557 1.33591 -0.11925
Br -0.26506 -2.08990 -0.97304
Br 3.49318 1.21117 0.33280
Br -2.92791 -0.10293 0.49388
```

A 2-piece molecular cluster, Br3H3Si2 overall in a non-equilibrium geometry, computed with ωB97M-V with the def2-TZVPD basis set.

Values from the calculation:
- <S²>: 2.0042
- Kohn-Sham gap (spin up / spin down): 0.26681 / 0.27118 Ha
- HOMO energy (spin up / spin down): -7.04 / -10.71 eV
- Net charge: 0
- Spin multiplicity: 3
- Energy relative to the best compared isomer or geometry (same formula, charge and spin): 0.282 eV
- E_LUMO (spin up / spin down): 0.2 / -3.3 eV
- Electronic energy: -225930.5599 eV

XYZ file:
```
8
Br3H3Si2, DFT ωB97M-V with the def2-TZVPD basis set
Si -1.54913 -0.36985 0.35381
Si 1.21094 0.41645 -0.81155
Br -2.06192 1.52671 1.43457
Br 1.91926 -1.23047 -2.10140
Br 2.10245 0.31052 1.30987
H -0.80685 -1.26061 1.32280
H -2.82164 -0.88195 -0.34152
H 2.00689 1.48919 -1.16658
```